Record 1
C3H6O3 | ωB97M-V/def2-TZVPD

Summary:
- Kohn-Sham gap (eV) = 10.9420
- HOMO level (eV) = -10.173
- total charge = 0

Cartesian coordinates (Å):
O -2.072 0.400 -0.456
O -0.366 0.697 1.151
O -0.956 -1.426 0.302
C 0.363 0.568 -0.145
C -0.917 -0.075 0.156
C 1.648 -0.199 -0.197
H -1.770 -1.659 0.768
H -2.173 1.340 -0.266
H 0.342 1.509 -0.689
H 2.430 0.364 0.310
H 1.535 -1.159 0.299
H 1.937 -0.361 -1.233


Record 2
C5H8O | ωB97M-V/def2-TZVPD

Summary:
- Kohn-Sham gap (eV) = 10.2057
- HOMO level (eV) = -9.028
- total charge = 0

Cartesian coordinates (Å):
O -1.069 0.022 0.873
C -0.503 1.024 -0.033
C 1.750 0.313 0.774
C -1.681 -0.516 -0.242
C -1.226 0.326 -1.167
C 0.991 1.024 -0.052
H 2.833 0.317 0.692
H 0.350 -2.228 0.393
H 1.307 -0.298 1.554
H 0.439 -2.940 0.202
H 1.442 1.650 -0.822
H -2.322 -1.385 -0.150
H -0.919 2.002 0.234
H -1.311 0.467 -2.233


Record 3
C8H15AuClI2N2OP | ωB97M-V/def2-TZVPD

Summary:
- Kohn-Sham gap (alpha / beta) (eV) = 6.3744 / 2.5616
- HOMO level (alpha / beta) (eV) = -15.673 / -14.588
- total charge = +2
- multiplicity = 3

Cartesian coordinates (Å):
Au -0.166 0.002 -0.155
I 1.237 1.267 -2.492
I -0.798 -1.269 2.474
Cl -2.197 -0.696 -1.215
P 0.482 -2.154 -1.010
O 2.665 0.725 0.984
N -1.323 3.857 1.486
N -0.863 1.988 0.455
C -1.667 2.751 -0.379
C 0.355 -2.297 -2.812
C -1.959 3.924 0.257
C -0.503 -3.522 -0.348
C 1.660 0.438 0.510
C -0.672 2.678 1.584
C 0.082 2.380 2.815
C 2.209 -2.553 -0.613
H -0.604 2.450 3.669
H 2.342 -2.548 0.477
H -1.962 2.417 -1.361
H 0.511 1.380 2.805
H 1.117 -1.668 -3.291
H -0.639 -1.946 -3.116
H 0.488 -3.354 -3.087
H -1.563 -3.277 -0.484
H -1.334 4.570 2.213
H 2.452 -3.550 -1.010
H 0.875 3.131 2.944
H -2.548 4.759 -0.065
H -0.301 -3.637 0.725
H -0.246 -4.440 -0.898
H 2.873 -1.805 -1.065


Record 4
C30H60O30 | ωB97M-V/def2-TZVPD

Summary:
- Kohn-Sham gap (eV) = 10.6155
- HOMO level (eV) = -10.117
- total charge = 0

Cartesian coordinates (Å):
O 2.322 2.790 1.868
O 3.001 -1.346 -5.008
O -1.284 7.484 1.792
O 2.439 3.833 -0.094
O -2.093 0.207 3.793
O -0.491 1.225 0.778
O -0.101 -0.766 -0.115
O 6.261 -0.552 1.973
O -3.725 1.669 3.087
O 0.225 -3.606 4.254
O 2.389 -0.320 -2.992
O 2.636 -5.822 -3.258
O -3.819 -3.625 -1.335
O 1.724 -4.477 2.808
O -5.557 5.520 -2.705
O 1.144 -4.696 -1.954
O -1.891 5.445 2.436
O 1.198 0.074 -4.835
O -1.891 0.428 -0.763
O -2.084 2.407 4.370
O -3.377 -3.755 -3.535
O 4.183 -1.185 1.275
O -3.424 4.782 -2.642
O -4.908 3.814 -3.940
O -1.748 5.934 0.270
O -2.634 -5.323 -2.201
O 2.759 -6.236 -1.155
O 1.920 -4.870 4.993
O 2.154 5.106 1.773
O 5.982 -2.394 0.554
C -4.278 0.717 2.101
C -4.337 -2.364 -1.334
C -1.694 6.382 1.476
C -0.863 0.331 -0.122
C 2.623 2.540 -0.661
C -0.558 -1.822 -0.744
C 2.102 -6.240 0.124
C -6.867 5.399 -3.333
C -0.891 2.252 5.225
C -4.613 4.630 -3.095
C -2.548 1.359 3.767
C -1.769 6.777 -0.861
C 2.138 -5.496 -2.110
C 2.872 -5.910 4.875
C 2.282 3.823 1.181
C 7.732 -0.662 2.092
C 0.308 1.048 -4.329
C 4.106 -2.029 -4.344
C 2.066 -5.303 -4.475
C 1.380 -4.365 3.983
C -2.057 -6.002 -3.347
C -2.529 3.689 -2.579
C 3.336 -2.160 0.767
C -0.550 -3.163 3.230
C 2.199 -0.492 -4.219
C -2.026 5.738 3.828
C 5.482 -1.404 1.153
C -3.344 -4.171 -2.378
C 1.711 5.027 3.228
C -1.167 2.433 0.774
H -5.567 0.747 2.343
H -0.568 0.293 -3.793
H 8.318 -1.042 1.224
H -3.988 -0.404 2.371
H 8.257 0.239 2.603
H -0.561 3.031 1.457
H 3.627 -5.597 4.080
H 2.591 2.718 -1.704
H 2.393 -6.751 4.589
H 3.565 1.989 -0.107
H -1.410 -2.716 3.769
H 1.998 -4.119 -4.416
H -2.405 -5.941 -4.234
H -7.524 6.117 -2.811
H -2.932 5.406 4.308
H 1.561 -7.035 0.108
H -0.910 3.010 6.071
H 1.061 4.466 3.415
H -2.232 2.306 1.057
H -1.372 -2.485 -0.275
H -2.882 3.055 -1.882
H -4.101 1.094 1.138
H 0.801 1.564 -3.648
H -1.100 3.059 -0.072
H 1.714 1.899 -0.595
H 1.714 -5.378 0.508
H -1.138 1.294 5.830
H -6.941 5.924 -4.331
H -1.473 7.707 -0.554
H -0.064 2.227 4.593
H -0.348 1.616 -4.984
H 1.115 -5.503 -4.578
H 2.603 4.715 3.602
H 3.379 -5.910 5.787
H 3.383 -2.137 -0.367
H 2.344 -1.900 1.038
H -2.213 -7.141 -3.135
H 4.895 -1.417 -4.253
H 7.697 -1.368 2.880
H -0.340 -2.137 2.987
H -0.928 -1.508 -1.628
H 4.316 -2.817 -5.099
H 1.482 5.976 3.479
H -1.179 5.231 4.248
H -7.306 4.309 -3.280
H -4.361 -1.938 -0.350
H -1.470 4.102 -2.143
H 0.403 -2.494 -0.820
H -0.954 -5.752 -3.261
H -0.763 6.332 -1.400
H -2.655 6.883 -1.509
H 2.808 -5.761 -5.041
H -3.614 -1.782 -1.971
H 3.484 -3.244 1.000
H -0.660 -3.846 2.294
H 3.669 -2.516 -3.357
H -5.234 -2.507 -1.840
H -2.536 3.368 -3.716
H -1.901 6.621 4.188
H 2.895 -6.456 0.817